# C23H30F4N2O4PS3Sc

A structure of composition C23H30F4N2O4PS3Sc (the ωB97M-V functional and the def2-TZVPD basis, the Open Molecules 2025 dataset).

Atoms and positions in Å:
Sc 1.204707 -0.073850 -0.166194
S 1.668522 -2.536620 -0.075274
S -1.124052 -0.029596 -1.196846
S 0.781154 2.578894 -0.346860
P -1.045232 1.791675 -0.310458
F 0.946846 0.117015 4.663586
F 5.571346 0.944734 4.605899
F 5.599926 0.925015 1.962821
F 0.922535 0.046098 1.966649
O -4.070445 -6.233896 0.171365
O -1.375430 1.647241 1.231563
O -2.208532 2.759878 -0.807874
O -4.389420 -4.825417 1.835794
N 3.102065 0.309331 0.506133
N 2.505822 0.060380 -2.174221
C -1.393747 -5.148833 -0.202867
C -2.644175 1.601773 1.940745
C 2.009783 -0.892667 -3.184557
C 3.838654 -0.375985 -1.701178
C 2.627891 1.377302 -2.818400
C -3.235392 2.190339 -2.987427
C 2.104791 0.291633 4.019912
C 4.420356 0.704756 3.968207
C 4.436246 0.667327 2.588988
C 4.244343 0.311716 -0.397411
C -3.208210 2.999939 2.112244
C -2.543743 3.250136 -2.144289
C 2.124476 0.252928 2.651275
C -3.667836 -5.212993 0.958219
C -1.348589 3.849444 -2.864086
C -2.021410 -3.424693 1.336047
C -0.182415 -4.518142 -0.417042
C 0.117311 -3.310544 0.217813
C -2.334473 -4.609255 0.672201
C -3.627341 0.652235 1.278188
C 3.274375 0.508995 4.718646
C 3.265146 0.413010 1.839917
C -0.822824 -2.780846 1.111752
H -2.346258 1.209338 2.913734
H -2.545310 1.389770 -3.235322
H -2.744218 -3.028900 2.037035
H -0.646810 3.067216 -3.153911
H -3.865592 0.997156 0.271829
H -2.448344 3.682537 2.492543
H -1.574201 -6.083623 -0.723790
H -0.823450 4.564387 -2.232272
H -0.603773 -1.863679 1.638653
H -4.546819 0.619638 1.862339
H 3.294950 0.547430 5.796679
H 1.041027 -0.556426 -3.552601
H -1.694053 4.358793 -3.763934
H 3.004187 2.111942 -2.111480
H -3.213200 -0.353941 1.214953
H 1.896853 -1.879302 -2.741672
H 0.550614 -4.946907 -1.087332
H 3.784276 -1.448903 -1.514569
H -3.585516 3.387152 1.167021
H 3.305426 1.312821 -3.677762
H -3.596841 2.640371 -3.912221
H 1.649598 1.708170 -3.161468
H -4.025856 2.960436 2.832929
H 4.600108 -0.182823 -2.466036
H -3.417829 -6.428322 -0.507118
H -4.084002 1.767012 -2.449167
H -3.260760 4.040327 -1.918043
H 4.588685 1.336219 -0.576324
H 2.706633 -0.954837 -4.029191
H 5.077414 -0.251506 0.023492

Forces on atoms 1 to 2 (eV/Å):
0.6983 -0.2549 -1.0502
-0.1064 0.0877 0.1365

Properties
Multiplicity ... 1
Frontier orbital gap ... 8.13 eV
ΔE to the lowest compared entry with this formula, charge and spin ... 2.6 kcal/mol
Highest occupied orbital energy ... -0.291 hartree
Energy ... -108879.52428 eV